[1]
The following is a DFT calculation (ωB97M-V with the def2-TZVPD basis set) of 3 unconnected molecules or ions with the total composition C24H53N7O6P2 in a non-equilibrium geometry.

Results
Total energy (Ha): -2462.98369
Structure (SMILES): C#CC[C@@H]1NC(=O)[C@@H](CCOC=O)[C@@H]1CCO.CN(C)P(=O)(N(C)C)N(C)C.CN(C)P(=O)(N(C)C)N(C)C

The geometry in ORCA input format:
```
! RIJCOSX wB97M-V def2-TZVPD def2/J DEFGRID3
* xyz 0 1
C 5.10827 7.38038 2.29675
C 5.68224 7.38006 0.98812
C 6.24742 7.09406 -0.56186
C 6.96189 5.63142 -0.52738
N 8.48715 5.51630 -0.54657
C 8.70585 4.07149 -0.04764
O 9.55128 3.62030 0.88372
C 7.56686 3.28017 -0.95682
C 6.98777 1.83965 -0.48043
C 5.68128 1.84204 0.48677
O 5.29494 3.12885 1.07001
C 3.86474 3.42599 0.90710
O 3.15136 3.34071 -0.22069
C 6.54178 4.44080 -1.56715
C 6.58780 4.68462 -3.18701
C 5.09089 4.42637 -3.84096
O 4.73213 2.98885 -3.92092
H 4.64877 6.91415 3.29588
H 6.95234 7.97518 -0.89382
H 5.26675 7.07574 -1.23787
H 6.73822 5.24703 0.58070
H 8.92886 5.52253 -1.51507
H 8.19450 2.99271 -1.92575
H 6.73460 1.20197 -1.45021
H 7.85112 1.23075 0.07412
H 5.91160 1.10960 1.40099
H 4.79999 1.31657 -0.11332
H 3.28296 3.80377 1.87756
H 5.45274 3.96955 -1.43753
H 7.30040 3.90016 -3.68928
H 6.91807 5.77420 -3.51104
H 4.32455 4.96046 -3.10815
H 5.08025 4.85578 -4.92941
H 5.55003 2.45772 -4.19730
C -0.99253 1.23599 1.00998
N -0.31044 0.59673 -0.09419
C 0.58802 1.54873 -0.75433
P 0.21312 -1.01173 -0.14359
O 1.31401 -0.79900 0.92413
N -0.67625 -2.13591 0.77059
C -1.71191 -1.80255 1.72966
C 0.14099 -3.21447 1.34224
N -1.05251 -1.25630 -1.37110
C -0.45798 -1.48879 -2.68748
C -2.29576 -0.51119 -1.52320
H -1.39946 2.20528 0.70236
H -0.32663 1.39837 1.86571
H -1.85974 0.68086 1.34813
H 0.25218 1.70923 -1.78413
H 1.61744 1.17473 -0.79357
H 0.62521 2.52333 -0.26064
H -1.32682 -1.17520 2.54084
H -2.14415 -2.70246 2.18439
H -2.55832 -1.30886 1.25387
H 0.63508 -2.90340 2.27124
H 0.91808 -3.52852 0.63520
H -0.46658 -4.10184 1.55210
H -0.09206 -0.55456 -3.12663
H -1.17374 -1.94824 -3.37735
H 0.38925 -2.17823 -2.60522
H -2.13714 0.47591 -1.97159
H -2.82605 -0.37677 -0.57979
H -2.98673 -1.05974 -2.17289
C -5.70110 -5.12574 3.05449
N -6.68007 -4.21975 2.49421
C -7.40198 -3.52764 3.56621
P -6.50378 -3.31925 1.07235
O -5.41192 -2.39536 1.66523
N -5.50856 -3.98185 -0.13636
C -4.65515 -5.14332 0.02565
C -4.76570 -2.97759 -0.90940
N -7.75903 -4.38139 0.39074
C -9.00283 -3.64115 0.17769
C -8.06846 -5.75127 0.78019
H -6.14666 -5.72879 3.85295
H -4.83679 -4.59249 3.46759
H -5.34517 -5.85726 2.33842
H -8.46038 -3.80579 3.52826
H -7.33919 -2.43863 3.46019
H -7.02997 -3.76917 4.56532
H -3.90713 -4.99063 0.81115
H -4.11787 -5.38041 -0.90094
H -5.23304 -6.04177 0.23859
H -3.85629 -2.65257 -0.38856
H -5.38574 -2.09165 -1.09115
H -4.48213 -3.36689 -1.89359
H -9.53247 -3.47778 1.12232
H -9.66914 -4.16425 -0.51638
H -8.79094 -2.66176 -0.26479
H -8.62498 -5.80033 1.72277
H -7.17878 -6.37469 0.87578
H -8.68269 -6.23212 0.01081
*
```



[2]
The following is a DFT calculation (ωB97M-V with the def2-TZVPD basis set) of a molecular structure, C24H54AsBrN2O4PdSSi3 in a non-equilibrium geometry.

Results
Energy relative to the best compared isomer or geometry (same formula, charge and spin) (kcal per mole): 0.0
Expectation value of S²: 6.01

The geometry in ORCA input format:
```
! RIJCOSX wB97M-V def2-TZVPD def2/J DEFGRID3
* xyz 2 5
Pd -0.01193 1.01385 0.64531
N -1.27011 2.14314 2.08299
C -2.68107 1.71829 2.01618
C -2.89966 0.64537 0.95160
O -3.99447 0.44034 0.48707
O -1.81584 -0.02332 0.62556
H -0.74799 1.67476 2.82358
H -1.17033 3.14663 2.16064
H -3.31948 2.56346 1.77033
H -3.01535 1.31632 2.97390
C -1.84261 -3.63917 -3.46810
Si -2.53713 -2.20481 -2.52420
C -3.31081 -1.01628 -3.71785
C -3.60469 -2.65249 -1.09036
As -0.64620 -1.00170 -1.55863
Si 1.20757 -0.73322 -3.12308
C 1.65920 -2.40521 -3.78494
C 2.61705 0.05165 -2.19296
C 0.61335 0.38279 -4.47462
Si 0.09040 -2.63390 0.09076
C 1.82164 -2.09617 0.55123
C -1.02460 -2.70639 1.56210
C 0.19013 -4.32829 -0.66218
H -2.70430 -4.14407 -3.91810
H -1.30552 -4.37072 -2.87175
H -1.19769 -3.31217 -4.28421
H -3.96370 -1.57427 -4.39453
H -2.56126 -0.51062 -4.32885
H -3.91924 -0.26233 -3.21640
H -4.63060 -2.79454 -1.44097
H -3.62292 -1.86116 -0.34046
H -3.28101 -3.58749 -0.62880
H 1.65891 -3.20396 -3.04639
H 2.67793 -2.31669 -4.17625
H 1.00846 -2.69757 -4.60868
H 3.28297 -0.69043 -1.75147
H 2.26747 0.71611 -1.40157
H 3.20145 0.65754 -2.89077
H -0.25539 -0.02213 -4.99639
H 1.41407 0.50607 -5.20922
H 0.35949 1.36784 -4.08602
H 1.92913 -1.01301 0.62943
H 2.54618 -2.44872 -0.18581
H 2.10057 -2.52615 1.51757
H -1.05680 -1.75325 2.08211
H -0.62874 -3.48381 2.22466
H -2.04592 -2.97145 1.29154
H 0.70451 -4.38598 -1.61867
H -0.79473 -4.78432 -0.76515
H 0.75646 -4.93507 0.05261
Br 6.18945 3.71701 0.17474
C 4.47240 3.05972 0.45656
C 3.36872 3.73053 -0.05392
C 2.11905 3.18734 0.15754
N 1.91100 2.05138 0.83857
C 2.98539 1.42947 1.34394
C 4.27525 1.89200 1.18018
H 3.47922 4.65172 -0.60754
H 1.24044 3.68445 -0.22910
H 2.80242 0.52175 1.90156
H 5.10723 1.34823 1.60400
C 1.11978 -2.98721 5.02171
C 0.37602 -1.67336 4.81697
S 1.35486 -0.53487 3.81469
O 0.36979 0.15652 2.86293
C 1.80371 0.72562 5.01144
C 0.64853 1.33111 5.79943
H 0.48438 -3.68122 5.56967
H 2.03272 -2.84940 5.60118
H 1.38742 -3.44679 4.07001
H 0.13328 -1.19346 5.76273
H -0.54342 -1.80395 4.24844
H 2.30816 1.47490 4.39760
H 2.55961 0.26240 5.65037
H -0.26459 1.38098 5.20406
H 0.90359 2.34647 6.09781
H 0.43384 0.77071 6.70664
C -2.19384 2.34597 -2.57693
C -1.10205 3.11350 -1.75986
C -1.77356 3.88742 -0.63521
C -0.32820 4.04830 -2.70081
O -0.26127 2.10399 -1.32990
H -2.88040 3.10502 -2.95201
H -2.73422 1.65385 -1.93063
H -1.75282 1.80416 -3.40929
H -2.34769 4.71210 -1.05533
H -1.03083 4.30600 0.04689
H -2.46175 3.25106 -0.08234
H -1.01858 4.78342 -3.11257
H 0.12444 3.50028 -3.52503
H 0.45564 4.57955 -2.16097
*
```